# 1
129
Properties=species:S:1:pos:R:3:lowdin_charge:R:1 method="wB97M-V/def2-TZVPD" lumo_ev=0.6 charge=0 relative_energy_kcal_mol=6.3 orbital_gap_ev=8.16
Ca -0.6643 -0.9197 0.3683 1.263
O -3.0187 0.3536 -1.4442 -0.114
N -2.2435 1.3099 -2.0003 -0.038
C -2.3581 1.3570 -3.2658 -0.133
C -1.5593 2.3052 -4.0441 -0.214
C -2.1415 2.8577 -5.1910 -0.043
C -1.4949 3.8358 -5.9181 -0.083
C -0.2473 4.2863 -5.5051 -0.080
C 0.3495 3.7223 -4.3940 -0.095
C -0.2732 2.7068 -3.6628 -0.296
P 0.5848 1.9058 -2.2398 1.123
C 2.3165 1.8762 -2.8702 -0.384
C 2.5953 1.4607 -4.1757 -0.116
C 3.8992 1.2587 -4.6037 -0.086
C 4.9608 1.4686 -3.7364 -0.094
C 4.7021 1.8685 -2.4345 -0.095
C 3.3955 2.0558 -2.0039 -0.124
C 0.5750 3.3107 -1.0531 -0.372
C -0.3872 3.2652 -0.0405 -0.118
C -0.4801 4.3030 0.8817 -0.081
C 0.3885 5.3828 0.8131 -0.088
C 1.3498 5.4326 -0.1896 -0.087
C 1.4361 4.4078 -1.1207 -0.107
H -2.8510 0.4290 -0.4326 -0.017
H -3.0903 0.7286 -3.7759 0.131
H -3.1284 2.5223 -5.4885 0.111
H -1.9681 4.2600 -6.7948 0.103
H 0.2627 5.0676 -6.0545 0.103
H 1.3320 4.0624 -4.0967 0.100
H 1.7821 1.2924 -4.8699 0.107
H 4.0849 0.9426 -5.6227 0.104
H 5.9798 1.3219 -4.0726 0.101
H 5.5199 2.0377 -1.7452 0.104
H 3.2207 2.3613 -0.9784 0.092
H -1.0740 2.4174 0.0415 0.044
H -1.2387 4.2583 1.6546 0.094
H 0.3148 6.1875 1.5345 0.100
H 2.0295 6.2738 -0.2514 0.101
H 2.1884 4.4596 -1.8966 0.095
F -1.6567 -2.6648 -0.1590 -0.665
N -2.1700 0.6475 1.0556 -0.425
P -3.2516 0.5340 2.1448 0.709
C -2.9370 1.5612 3.6312 -0.272
C -1.7647 2.3030 3.6410 -0.102
C -1.4808 3.1606 4.6964 -0.089
C -2.3688 3.2748 5.7549 -0.090
C -3.5460 2.5341 5.7539 -0.083
C -3.8308 1.6888 4.6931 -0.088
C -4.9149 1.0912 1.6570 -0.276
C -6.0877 0.5626 2.1890 -0.089
C -7.3219 1.0604 1.7941 -0.086
C -7.3893 2.0893 0.8653 -0.092
C -6.2228 2.6147 0.3247 -0.079
C -4.9899 2.1161 0.7170 -0.079
C -3.5172 -1.1527 2.8052 -0.290
C -3.8994 -2.1380 1.8959 -0.097
C -3.9586 -3.4681 2.2817 -0.075
C -3.6335 -3.8321 3.5812 -0.090
C -3.2421 -2.8606 4.4936 -0.095
C -3.1833 -1.5283 4.1067 -0.102
H -1.0898 2.1972 2.7991 0.070
H -0.5643 3.7395 4.6889 0.101
H -2.1523 3.9451 6.5781 0.099
H -4.2455 2.6257 6.5755 0.101
H -4.7596 1.1287 4.6901 0.105
H -6.0397 -0.2521 2.9030 0.102
H -8.2308 0.6393 2.2062 0.100
H -8.3521 2.4769 0.5555 0.099
H -6.2739 3.4108 -0.4078 0.102
H -4.0727 2.5031 0.2855 0.098
H -4.1077 -1.8741 0.8658 0.110
H -4.2364 -4.2214 1.5561 0.108
H -3.6767 -4.8724 3.8800 0.099
H -2.9838 -3.1387 5.5087 0.099
H -2.8699 -0.7786 4.8235 0.093
O 1.3426 -1.2938 -0.5976 -0.434
P 1.9782 -2.6051 -0.9505 0.546
N 1.3114 -3.8415 -0.0938 -0.181
C 1.8219 -5.2102 -0.2714 -0.192
C 2.4300 -5.5439 1.0858 -0.170
C 1.4081 -4.9235 2.0391 -0.156
C 0.9799 -3.6294 1.3286 -0.199
N 3.6013 -2.4502 -0.6891 -0.164
C 4.6223 -3.3250 -1.2784 -0.206
C 5.7903 -2.3814 -1.5509 -0.167
C 5.6902 -1.3994 -0.3851 -0.163
C 4.1870 -1.1667 -0.2521 -0.180
N 1.7718 -3.0909 -2.5117 -0.184
C 2.3064 -2.1944 -3.5544 -0.195
C 1.5774 -2.6512 -4.8070 -0.167
C 0.1717 -2.9358 -4.2762 -0.158
C 0.4141 -3.5720 -2.9050 -0.166
H 2.5233 -5.2624 -1.1041 0.102
H 0.9894 -5.8856 -0.4949 0.122
H 3.3979 -5.0444 1.1857 0.103
H 2.5743 -6.6127 1.2415 0.110
H 1.7981 -4.7337 3.0383 0.109
H 0.5487 -5.5892 2.1390 0.113
H 1.5244 -2.7642 1.7174 0.095
H -0.0961 -3.4608 1.4330 0.090
H 4.2431 -3.8134 -2.1779 0.101
H 4.9204 -4.1081 -0.5712 0.108
H 5.6334 -1.8581 -2.4980 0.104
H 6.7459 -2.9019 -1.6024 0.110
H 6.2335 -0.4695 -0.5483 0.104
H 6.0817 -1.8629 0.5240 0.113
H 3.8525 -0.3561 -0.8984 0.087
H 3.8854 -0.9233 0.7670 0.108
H 3.3923 -2.2813 -3.6266 0.105
H 2.0615 -1.1455 -3.3343 0.101
H 2.0342 -3.5683 -5.1876 0.114
H 1.6034 -1.9033 -5.5989 0.108
H -0.4076 -3.5858 -4.9306 0.110
H -0.3834 -2.0023 -4.1590 0.112
H 0.4268 -4.6629 -2.9598 0.111
H -0.3429 -3.2842 -2.1720 0.091
N 1.8663 1.2387 1.3578 0.164
C 1.4133 0.7433 2.5537 -0.386
C 1.7620 1.3885 3.7538 -0.025
C 1.3427 0.8473 4.9446 -0.074
C 0.5914 -0.3275 4.9399 -0.071
C 0.2946 -0.8902 3.7203 -0.145
N 0.6824 -0.3749 2.5455 0.043
H 1.9744 2.2393 1.3000 0.091
H 1.5182 0.8208 0.5055 0.042
H 2.3568 2.2930 3.7192 0.113
H 1.5918 1.3357 5.8785 0.111
H 0.2370 -0.7812 5.8547 0.103
H -0.3030 -1.7949 3.6622 0.105

# 2
125
Properties=species:S:1:pos:R:3:lowdin_charge:R:1 method="wB97M-V/def2-TZVPD" lumo_ev="-0.6 / -0.6" charge=0 relative_energy_kcal_mol=22.2 orbital_gap_ev="5.31 / 5.16" spin_multiplicity=2
Mn 0.6648 0.3418 0.2343 0.288
C -1.2657 -0.1649 5.1709 -0.106
C -0.3508 0.4191 4.0982 -0.512
C -0.6184 1.9158 3.9407 -0.109
P -0.1909 -0.3979 2.4271 1.144
C 0.2769 -2.1682 2.8742 -0.493
C -0.7917 -3.1773 3.2923 -0.097
C 1.4432 -2.1653 3.8685 -0.108
C -1.8305 -0.6298 1.6419 -0.275
C -2.9100 -1.1750 2.3426 -0.079
C -4.0832 -1.6077 1.7437 -0.290
C -5.2454 -2.1118 2.5623 -0.057
C -4.1178 -1.5682 0.3517 -0.055
C -3.0971 -0.9873 -0.3718 -0.058
C -1.9620 -0.3883 0.2392 -0.299
N -1.0757 0.3789 -0.4563 -0.087
C -1.3292 0.8531 -1.7332 -0.257
C -2.6065 1.2716 -2.1546 -0.025
C -2.8498 1.6658 -3.4549 -0.038
C -1.8341 1.6867 -4.4100 -0.283
C -2.0973 2.0591 -5.8474 -0.059
C -0.5549 1.3851 -3.9719 -0.073
C -0.2757 1.0095 -2.6578 -0.283
P 1.4516 0.8025 -2.0874 1.148
C 2.1054 -0.4221 -3.3616 -0.503
C 1.1735 -1.6113 -3.5781 -0.097
C 3.4996 -0.9172 -2.9609 -0.097
C 2.2436 2.3525 -2.7929 -0.496
C 3.7226 2.4540 -2.3563 -0.114
C 1.5047 3.6318 -2.4105 -0.110
H -1.0959 0.3791 6.1040 0.082
H -1.0741 -1.2189 5.3665 0.052
H -2.3158 -0.0352 4.9100 0.069
H 0.6823 0.3167 4.4526 0.094
H -1.6726 2.1013 3.7327 0.076
H -0.0269 2.3401 3.1311 0.042
H -0.3609 2.4417 4.8635 0.086
H 0.6695 -2.5454 1.9330 0.068
H -1.2736 -2.9252 4.2366 0.061
H -0.3099 -4.1525 3.4212 0.080
H -1.5608 -3.2834 2.5292 0.068
H 1.1028 -1.9642 4.8864 0.073
H 2.1901 -1.4103 3.6102 0.056
H 1.9397 -3.1392 3.8701 0.082
H -2.8184 -1.2968 3.4137 0.086
H -4.9124 -2.7748 3.3636 0.073
H -5.9555 -2.6553 1.9381 0.070
H -5.7791 -1.2788 3.0268 0.077
H -4.9657 -1.9999 -0.1737 0.108
H -3.1624 -0.9655 -1.4523 0.096
H -3.4086 1.3053 -1.4295 0.113
H -3.8523 1.9709 -3.7370 0.109
H -3.1428 2.3289 -5.9953 0.070
H -1.8649 1.2268 -6.5159 0.075
H -1.4796 2.9059 -6.1537 0.076
H 0.2647 1.4547 -4.6834 0.112
H 2.1862 0.1282 -4.3034 0.097
H 1.0968 -2.2102 -2.6711 0.045
H 1.5688 -2.2549 -4.3701 0.083
H 0.1717 -1.2907 -3.8631 0.070
H 3.4490 -1.4881 -2.0319 0.059
H 4.1987 -0.0950 -2.8151 0.052
H 3.9118 -1.5738 -3.7324 0.081
H 2.1987 2.2437 -3.8785 0.088
H 3.9068 1.9075 -1.4275 0.052
H 3.9922 3.4961 -2.1747 0.075
H 4.4020 2.0647 -3.1155 0.066
H 1.7130 3.8827 -1.3729 0.051
H 0.4268 3.5362 -2.5330 0.068
H 1.8535 4.4561 -3.0396 0.088
C 3.7367 0.0782 1.6020 -0.041
O 2.6422 -0.4348 0.8474 -0.180
C 2.7557 -1.7540 0.4791 -0.213
C 3.8746 -2.5222 0.6629 -0.049
C 3.8306 -3.8755 0.2831 -0.675
Br 5.3944 -4.9289 0.5487 0.734
C 2.7199 -4.4493 -0.2512 -0.082
C 1.5634 -3.6649 -0.4607 -0.081
C 1.5730 -2.2883 -0.1091 -0.315
O 0.5563 -1.5338 -0.2974 -0.153
C 0.3656 -4.2168 -0.9852 -0.169
N -0.7692 -3.5429 -1.2036 0.234
C -1.7314 -4.3857 -1.7349 -0.141
C -3.0399 -4.1716 -2.1329 0.015
C -3.7347 -5.2654 -2.6252 -0.070
C -3.1420 -6.5260 -2.7233 -0.079
C -1.8273 -6.7360 -2.3391 -0.010
C -1.1372 -5.6438 -1.8445 -0.165
N 0.1590 -5.4960 -1.3715 0.201
H 4.6152 0.2098 0.9652 0.110
H 3.9848 -0.5936 2.4254 0.094
H 3.4269 1.0373 2.0049 0.086
H 4.7878 -2.1240 1.0760 0.104
H 2.7307 -5.4995 -0.5124 0.100
H -0.8387 -2.5577 -0.9300 0.148
H -3.5017 -3.1972 -2.0684 0.100
H -4.7602 -5.1301 -2.9413 0.108
H -3.7181 -7.3569 -3.1070 0.106
H -1.3667 -7.7113 -2.4289 0.114
H 0.8487 -6.2233 -1.3071 0.164
C 3.1506 6.0591 2.9557 -0.109
C 1.7939 5.7651 3.0178 -0.084
C 1.2770 4.6586 2.3627 -0.042
C 2.1060 3.8066 1.6216 -0.207
C 3.4727 4.1111 1.5864 -0.060
C 3.9901 5.2217 2.2364 -0.101
C 1.6260 2.6206 0.8675 -0.164
C 0.3750 2.3070 0.4763 -0.177
C -0.8160 3.1575 0.5273 -0.228
C -2.0189 2.7118 1.0885 -0.062
C -3.1843 3.4569 1.0056 -0.081
C -3.1949 4.6753 0.3406 -0.105
C -2.0096 5.1468 -0.2059 -0.085
C -0.8409 4.4092 -0.1050 -0.049
H 3.5489 6.9283 3.4637 0.094
H 1.1285 6.4104 3.5789 0.101
H 0.2173 4.4573 2.4218 0.101
H 4.1382 3.4637 1.0214 0.100
H 5.0496 5.4411 2.1728 0.097
H 2.4597 2.0360 0.4773 0.050
H -2.0313 1.7659 1.6050 0.072
H -4.0971 3.0679 1.4438 0.101
H -4.1104 5.2469 0.2500 0.093
H -1.9936 6.1020 -0.7183 0.099
H 0.0726 4.8145 -0.5150 0.098

# 3
142
Properties=species:S:1:pos:R:3:lowdin_charge:R:1 method="wB97M-V/def2-TZVPD" lumo_ev="-4.0 / -7.9" charge=+1 orbital_gap_ev="5.38 / 1.43" spin_multiplicity=2
N -6.3972 0.2190 2.1332 0.004
C -5.2330 0.1174 2.8395 -0.147
C -5.5354 -0.5159 4.0345 -0.128
C -6.8820 -0.6356 4.1335 -0.120
C -7.4163 -0.1561 2.9542 -0.135
H -6.4201 0.3893 1.1380 0.144
H -4.3010 0.4342 2.3949 0.084
H -4.8326 -0.7965 4.8051 0.096
H -7.4622 -0.9914 4.9721 0.103
H -8.4317 -0.0541 2.6007 0.106
N 5.6775 -2.3543 0.9617 0.009
C 4.7542 -3.1687 0.4136 -0.127
C 4.0248 -3.7905 1.4640 -0.100
C 4.6877 -3.4412 2.6452 -0.124
C 5.7050 -2.5900 2.3028 -0.149
H 6.4497 -1.9449 0.4555 0.140
H 4.7618 -3.3182 -0.6559 0.083
H 3.1729 -4.4439 1.3465 0.078
H 4.4731 -3.8373 3.6267 0.093
H 6.3577 -2.0288 2.9551 0.108
N -1.7461 0.2214 -5.4978 0.103
C -3.0931 0.4748 -5.5775 0.049
C -3.5828 0.5468 -4.2608 0.016
C -2.6076 0.0973 -3.3951 0.024
C -1.4951 -0.1778 -4.1936 0.034
H -1.0789 0.3120 -6.2507 0.177
H -3.5573 0.7103 -6.5238 0.154
H -4.6105 0.8443 -4.1141 0.134
H -2.6461 -0.0217 -2.3224 0.127
H -0.5185 -0.4776 -3.8432 0.142
N 4.5430 1.4594 -1.9449 0.006
C 5.8066 1.8998 -2.2756 -0.127
C 6.6621 1.4974 -1.2698 -0.091
C 5.8797 0.7426 -0.3923 -0.141
C 4.6452 0.6547 -0.8760 -0.190
H 3.7408 1.6047 -2.5411 0.144
H 5.9768 2.4762 -3.1729 0.104
H 7.6714 1.8447 -1.1053 0.098
H 6.1189 0.3660 0.5912 0.094
H 3.7418 0.1659 -0.5422 0.108
N 0.0908 -3.6226 -5.4314 0.002
C -0.9635 -3.9520 -4.6302 -0.177
C -0.5608 -4.9574 -3.8069 -0.113
C 0.8329 -5.1460 -4.0278 -0.096
C 1.2227 -4.3108 -5.0539 -0.105
H 0.1339 -2.8091 -6.0284 0.136
H -1.9508 -3.5709 -4.8457 0.109
H -1.1645 -5.5733 -3.1569 0.111
H 1.4849 -5.7922 -3.4587 0.100
H 2.1960 -4.2204 -5.5133 0.116
C -1.5844 -7.8327 2.2329 -0.095
C -1.5403 -9.1734 2.5650 -0.086
C -1.5308 -10.1420 1.5543 -0.080
C -1.3514 -9.7758 0.2263 -0.104
C -1.2460 -8.4514 -0.1115 -0.099
C -1.3756 -7.5053 0.9116 -0.104
H -1.5336 -7.0535 2.9790 0.101
H -1.6009 -9.4810 3.5985 0.102
H -1.5255 -11.1689 1.8888 0.100
H -1.2363 -10.4921 -0.5737 0.102
H -0.8860 -8.2262 -1.1045 0.094
H -1.2761 -6.4507 0.7010 0.072
C 6.8489 -3.2833 -3.8663 -0.058
C 6.1185 -4.4279 -3.7902 -0.121
C 4.7914 -4.4072 -3.4750 -0.104
C 4.1621 -3.1903 -3.1885 -0.097
C 4.8820 -1.9322 -3.2522 -0.091
C 6.1735 -2.0354 -3.5982 -0.089
H 7.9081 -3.3921 -4.0475 0.105
H 6.6001 -5.3148 -4.1748 0.109
H 4.1232 -5.2510 -3.5634 0.094
H 3.0907 -3.0735 -3.1197 0.072
H 4.3716 -1.0415 -2.9169 0.078
H 6.7830 -1.1497 -3.7006 0.097
C -1.1595 -2.8819 2.9342 -0.136
C -0.0883 -3.5467 3.4184 -0.092
C 0.6051 -3.1612 4.6003 -0.054
C 0.0242 -2.1702 5.3725 -0.106
C -1.0902 -1.5190 4.9288 -0.075
C -1.6396 -1.8899 3.6824 -0.113
H -1.5620 -3.0447 1.9453 0.103
H 0.3201 -4.3197 2.7842 0.091
H 1.4803 -3.6944 4.9410 0.099
H 0.4974 -1.8272 6.2807 0.105
H -1.4925 -0.7132 5.5249 0.104
H -2.4667 -1.2717 3.3661 0.086
C 0.2921 -3.8021 -0.7143 -0.028
C -0.2937 -2.6620 -1.5714 -0.241
O -0.7785 -1.6839 -0.6789 -0.044
C -0.0052 -0.4913 -0.3826 -0.200
O 1.0790 -0.2371 -0.9542 0.099
C -0.6054 0.5455 0.6173 -0.564
F -0.1795 1.7832 0.4143 0.168
F -1.9357 0.5310 0.6059 0.158
F -0.1848 0.2784 1.8535 0.184
H 0.9135 -4.4282 -1.3546 0.063
H -0.4667 -4.4371 -0.2570 0.063
H 0.9268 -3.4009 0.0759 0.079
H -1.0202 -2.8868 -2.3523 0.090
H 0.5596 -2.2688 -2.1241 0.102
C -0.3583 4.7508 3.0149 -0.045
C 0.4615 6.0568 2.9142 -0.201
O 0.7515 6.7607 4.1259 0.045
C -0.1198 7.5817 4.6968 -0.347
O -1.2198 7.8506 4.1931 0.126
C 0.3863 8.3659 5.8799 -0.575
F 1.5106 7.8139 6.3265 0.176
F 0.6628 9.5649 5.4540 0.211
F -0.5180 8.4711 6.8949 0.156
H -1.4063 4.9986 3.1833 0.075
H -0.0117 4.1098 3.8254 0.083
H -0.1178 4.1792 2.1185 0.062
H 0.0866 6.6875 2.1081 0.117
H 1.4271 5.7768 2.4933 0.114
C -6.8533 6.9837 0.5082 -0.057
C -5.3381 6.9279 0.6050 -0.199
O -4.9709 5.6079 1.0382 -0.004
C -4.3172 4.6929 0.2263 -0.307
O -4.1331 4.9536 -0.9338 0.133
C -3.8963 3.3405 0.8987 -0.510
F -4.4035 3.0455 2.1208 0.159
F -4.2181 2.2947 0.1397 0.144
F -2.5575 3.3706 0.9466 0.143
H -7.0595 8.0498 0.6036 0.080
H -7.4176 6.4207 1.2516 0.086
H -7.2100 6.7011 -0.4822 0.077
H -4.9453 7.6349 1.3357 0.129
H -4.8948 7.1475 -0.3663 0.118
C -0.6683 4.6466 -1.6316 -0.074
C 0.0183 5.7007 -2.4711 -0.210
O 0.9971 6.2674 -1.6105 0.018
C 1.5910 7.4468 -1.7920 -0.326
O 1.4452 8.1429 -2.7944 0.138
C 2.5762 7.8781 -0.6219 -0.548
F 2.6117 9.2032 -0.6027 0.186
F 2.0787 7.3967 0.5192 0.162
F 3.7980 7.4157 -0.8702 0.185
H -1.1881 5.1436 -0.8125 0.072
H 0.0018 3.8965 -1.2116 0.073
H -1.4553 4.2291 -2.2597 0.076
H -0.7780 6.3655 -2.8058 0.133
H 0.4320 5.2004 -3.3466 0.126